The following is a DFT calculation (wB97M-V/def2-TZVPD) of the molecule C19H18N2O6 at a distorted geometry.

Each line ends with the Löwdin charge.
Positions of all 45 atoms, in Å:
1 O 1.373 -0.029 0.268  0.08
2 O -1.609 0.027 0.899  0.05
3 O -2.101 -1.487 -1.387  -0.02
4 O 2.972 -0.980 1.334  0.10
5 O -3.794 -0.109 -0.840  0.13
6 O -2.366 -4.908 -0.707  0.11
7 N -1.378 1.669 -0.604  0.11
8 N 1.983 -1.015 0.634  -0.33
9 C 0.421 -4.664 -0.700  0.02
10 C -0.234 3.415 1.193  -0.25
11 C 3.839 -3.266 0.101  -0.04
12 C -1.295 1.177 0.642  -0.46
13 C -0.356 5.779 0.749  -0.08
14 C 0.912 5.747 0.194  -0.09
15 C 1.490 -2.293 0.192  -0.08
16 C 1.783 -4.544 -0.522  -0.02
17 C -0.840 2.148 1.718  -0.04
18 C 1.039 3.391 0.631  -0.04
19 C -1.735 0.819 -1.719  -0.04
20 C -2.779 -2.577 -0.778  -0.07
21 C 0.115 -2.402 0.024  0.09
22 C -1.888 -3.799 -0.647  -0.31
23 C 1.608 4.550 0.135  -0.08
24 C -0.435 -3.591 -0.435  -0.11
25 C 2.361 -3.360 -0.069  -0.18
26 C -0.926 4.618 1.244  -0.04
27 C -2.671 -0.285 -1.224  -0.51
28 H 4.329 -4.117 -0.363  0.08
29 H -1.042 2.601 -0.794  0.14
30 H -0.504 -1.558 0.290  0.10
31 H 4.234 -2.348 -0.330  0.09
32 H 2.425 -5.385 -0.738  0.12
33 H 4.090 -3.250 1.161  0.09
34 H -1.713 2.362 2.340  0.13
35 H -0.902 6.709 0.798  0.10
36 H -1.915 4.649 1.679  0.11
37 H 1.574 2.455 0.581  0.10
38 H -0.010 -5.590 -1.049  0.12
39 H 1.358 6.653 -0.190  0.10
40 H -0.120 1.608 2.337  0.13
41 H 2.598 4.522 -0.296  0.10
42 H -3.673 -2.845 -1.353  0.15
43 H -0.846 0.357 -2.163  0.13
44 H -2.264 1.417 -2.465  0.14
45 H -3.105 -2.272 0.227  0.15

Cartesian forces, eV/Å:
O -0.14 0.33 -0.10
O 0.07 -0.21 0.40
O 0.26 -0.33 -0.23
O 0.20 0.00 0.22
O 0.05 -0.03 -0.09
O -0.07 0.12 0.00
N -0.01 0.18 -0.43
N 0.21 0.45 0.11
C -0.19 0.16 0.04
C 0.04 0.15 0.16
C 0.24 -0.04 0.09
C 0.05 0.33 0.22
C -0.01 0.12 -0.03
C 0.00 0.08 -0.02
C -0.52 -1.24 -0.37
C -0.05 0.11 0.03
C 0.01 -0.12 0.03
C -0.04 0.01 0.03
C 0.06 -0.27 0.15
C -0.73 -0.04 0.19
C 0.07 0.05 0.06
C -0.04 0.33 -0.15
C 0.06 0.01 -0.04
C 0.68 -0.28 0.09
C -0.15 0.31 0.08
C 0.02 -0.08 0.00
C -0.36 0.33 -0.35
H 0.00 -0.05 -0.05
H -0.07 -0.10 0.07
H 0.03 0.02 -0.06
H 0.06 0.00 0.00
H 0.09 -0.05 -0.03
H 0.07 0.01 -0.02
H 0.04 -0.05 -0.02
H -0.04 0.07 0.00
H -0.10 -0.02 0.05
H 0.10 -0.13 0.01
H -0.03 -0.08 -0.03
H 0.03 0.07 -0.03
H -0.10 -0.03 -0.03
H 0.08 -0.01 -0.03
H 0.19 -0.02 0.15
H -0.14 0.10 0.02
H 0.04 -0.13 0.06
H 0.03 -0.06 -0.13

Computed properties:
strongest force on any atom = 1.40 eV/A
orbital gap = 0.32747 Ha
SMILES = Cc1ccc(C(=O)COC(=O)CNC(=O)Cc2ccccc2)cc1[N+](=O)[O-]
relative energy (zero: lowest compared OMol25 entry of this formula, charge and spin) = 435.6 kJ/mol
LUMO energy = -0.49 eV

The following is a DFT calculation (wB97M-V/def2-TZVPD) of a cluster of 5 separate species, C20H55N5O5 in total at a distorted geometry.

Each line ends with the Löwdin charge.
Positions of all 85 atoms, in Å:
1 O -6.523 -11.446 -17.063  -0.20
2 O -13.426 -8.642 -18.270  -0.18
3 O -2.859 -8.026 -21.046  -0.16
4 O -8.053 -11.985 -21.208  -0.21
5 O -4.515 -12.173 -24.127  -0.21
6 N -8.660 -13.697 -17.436  0.05
7 N -10.761 -9.079 -15.707  0.03
8 N -3.870 -15.763 -23.460  0.03
9 N -2.651 -5.566 -22.360  0.04
10 N -6.658 -9.976 -22.627  0.07
11 C -11.268 -8.726 -17.017  -0.43
12 C -10.259 -9.271 -18.029  -0.07
13 C -5.275 -14.323 -22.168  -0.06
14 C -3.737 -6.508 -22.710  -0.45
15 C -7.129 -9.824 -21.256  -0.43
16 C -9.115 -12.878 -21.091  -0.13
17 C -3.710 -13.294 -23.868  -0.23
18 C -7.419 -8.351 -20.965  -0.05
19 C -4.080 -6.370 -24.173  -0.07
20 C -6.506 -12.500 -18.007  -0.19
21 C -6.782 -15.048 -18.005  -0.06
22 C -13.543 -9.282 -19.516  -0.11
23 C -12.693 -9.297 -17.269  -0.22
24 C -5.768 -10.308 -17.379  -0.11
25 C -7.205 -13.705 -17.368  -0.41
26 C -2.593 -9.368 -20.695  -0.11
27 C -3.476 -7.951 -22.304  -0.23
28 C -3.775 -11.013 -24.477  -0.10
29 C -4.607 -14.506 -23.520  -0.43
30 C -8.410 -10.616 -21.042  -0.20
31 H -5.907 -10.106 -18.447  0.07
32 H -4.697 -10.427 -17.172  0.09
33 H -10.705 -9.103 -19.021  0.06
34 H -3.407 -6.926 -24.834  0.08
35 H -11.437 -7.659 -17.178  0.14
36 H -6.878 -13.829 -16.335  0.14
37 H -6.592 -7.695 -21.235  0.06
38 H -6.428 -10.303 -20.564  0.12
39 H -5.443 -12.773 -18.079  0.12
40 H -3.028 -13.497 -24.705  0.12
41 H -7.346 -10.605 -23.041  0.07
42 H -4.546 -14.137 -21.372  0.08
43 H -4.646 -6.230 -22.150  0.13
44 H -5.725 -15.069 -18.288  0.07
45 H -5.810 -15.229 -21.892  0.08
46 H -6.935 -15.919 -17.376  0.07
47 H -7.343 -15.105 -18.943  0.06
48 H -9.183 -10.305 -21.756  0.14
49 H -5.897 -13.424 -22.148  0.06
50 H -9.971 -10.315 -17.967  0.07
51 H -8.806 -13.924 -20.993  0.08
52 H -5.051 -6.822 -24.408  0.08
53 H -3.218 -10.763 -23.570  0.07
54 H -9.738 -12.827 -20.186  0.08
55 H -13.294 -9.145 -16.365  0.12
56 H -4.458 -8.443 -22.377  0.10
57 H -11.465 -8.854 -15.001  0.07
58 H -4.121 -5.354 -24.566  0.08
59 H -3.118 -15.632 -22.784  0.07
60 H -6.922 -12.216 -18.978  0.11
61 H -3.093 -4.680 -22.599  0.07
62 H -14.224 -8.732 -20.158  0.09
63 H -9.462 -8.526 -18.075  0.07
64 H -8.827 -10.459 -20.046  0.10
65 H -12.618 -10.391 -17.351  0.13
66 H -3.134 -11.158 -25.349  0.09
67 H -2.861 -8.480 -23.050  0.12
68 H -9.113 -12.976 -16.897  0.06
69 H -12.578 -9.439 -20.012  0.07
70 H -6.076 -9.437 -16.804  0.09
71 H -2.538 -5.527 -21.351  0.07
72 H -10.605 -10.066 -15.533  0.07
73 H -3.321 -10.081 -21.096  0.07
74 H -4.485 -10.226 -24.726  0.09
75 H -8.957 -13.725 -18.399  0.04
76 H -1.601 -9.741 -20.953  0.09
77 H -2.722 -9.439 -19.613  0.08
78 H -7.719 -8.114 -19.938  0.07
79 H -8.291 -7.984 -21.517  0.08
80 H -3.040 -13.052 -23.023  0.12
81 H -5.306 -14.533 -24.358  0.14
82 H -9.778 -12.830 -21.959  0.09
83 H -13.948 -10.292 -19.349  0.09
84 H -3.379 -16.051 -24.300  0.07
85 H -5.838 -10.557 -22.777  0.04

Cartesian forces, eV/Å:
O -0.96 0.36 0.79
O 0.12 0.42 -0.45
O -0.32 -0.42 -0.06
O 0.00 -0.08 0.34
O -0.53 0.06 -0.69
N 0.15 -0.23 0.53
N -0.73 0.80 1.34
N 0.72 -0.13 0.36
N -0.61 -0.03 -0.33
N -0.65 -0.74 -1.00
C -0.67 -1.92 -0.72
C -0.92 2.10 -1.43
C -0.08 0.52 0.07
C -0.22 0.46 0.87
C -0.27 0.11 0.57
C -0.99 -1.05 0.04
C 0.38 0.00 0.61
C -0.27 0.55 0.35
C -0.33 -0.92 -1.13
C 1.21 -0.39 1.23
C 0.45 0.85 -0.95
C 0.25 -1.13 0.27
C 0.15 -0.21 1.08
C 0.17 -0.12 -0.79
C 0.02 -1.14 -0.18
C -0.48 -0.29 0.92
C 0.22 0.10 -1.28
C -0.34 -0.41 0.56
C 0.80 0.58 -0.48
C 0.17 -0.37 -0.02
H 0.23 0.38 0.03
H 0.05 -0.31 -0.12
H -0.03 -0.41 0.04
H 0.37 0.17 0.26
H 0.67 0.18 0.44
H -0.18 0.74 0.17
H 0.13 -0.16 0.02
H 0.20 0.55 0.09
H -0.02 -0.12 -0.66
H -0.29 -0.18 -0.22
H -0.01 0.38 -0.49
H 0.30 -0.20 -0.19
H 0.05 0.05 0.01
H 0.00 0.18 0.08
H -0.29 0.13 -0.06
H -0.49 0.11 0.06
H 0.03 -0.57 -0.01
H 0.01 -0.11 -0.21
H -0.32 -0.26 -0.12
H 0.16 0.03 0.49
H 0.80 0.20 -0.51
H -0.09 0.10 0.32
H 0.44 0.50 -0.34
H 0.06 1.00 0.04
H 0.19 0.12 0.17
H 0.06 -0.20 0.52
H 0.29 0.29 -0.06
H 0.09 0.15 0.41
H -0.18 -0.23 0.14
H -0.04 0.00 -0.05
H 0.59 0.21 0.04
H 0.06 0.19 0.10
H 0.70 -0.73 0.37
H 0.11 0.06 0.17
H -0.17 -0.02 -0.59
H 0.20 -0.20 0.13
H 0.23 0.30 0.00
H 0.08 0.23 -0.22
H -0.05 0.30 -0.08
H -0.43 -0.19 0.10
H 0.07 -0.28 -0.05
H 0.15 -0.12 -0.75
H -0.14 0.20 -0.29
H -0.06 0.03 0.17
H -0.24 0.24 0.02
H 0.17 0.37 -0.24
H 0.28 0.02 0.06
H 0.41 -0.42 0.18
H 0.16 -0.32 -0.44
H -0.04 -0.17 0.13
H -0.38 -0.30 0.27
H -0.10 0.11 0.00
H -0.15 0.08 -0.20
H -0.37 0.34 -0.29
H 0.30 0.20 0.74

Computed properties:
strongest force on any atom = 2.70 eV/A
orbital gap = 0.35884 Ha
SMILES = COC[C@H](C)N.COC[C@H](C)N.COC[C@H](C)N.COC[C@H](C)N.COC[C@H](C)N
relative energy (zero: lowest compared OMol25 entry of this formula, charge and spin) = 136.5 kJ/mol
LUMO energy = 0.64 eV

The following is a DFT calculation (wB97M-V/def2-TZVPD) of the ion C9H11INOS with charge +1 at a distorted geometry.

Each line ends with the Löwdin charge.
Positions of all 24 atoms, in Å:
1 I -3.031 1.121 -0.955  0.89
2 S -0.533 3.204 -1.791  0.78
3 O 0.357 0.542 -1.652  -0.03
4 N -0.317 1.611 0.488  -0.17
5 C -0.646 -0.806 0.029  -0.23
6 C 0.193 -0.613 -0.983  -0.32
7 C 0.858 -2.950 -0.632  -0.03
8 C 0.316 2.009 -0.833  -0.52
9 C -1.319 0.519 0.434  -0.49
10 C -0.135 -3.111 0.372  -0.08
11 C 0.991 -1.757 -1.289  0.04
12 C -0.857 -2.038 0.742  -0.02
13 C 0.679 1.276 1.494  0.01
14 H -0.230 -4.122 0.867  0.14
15 H 0.289 0.852 2.419  0.13
16 H 1.351 0.528 1.193  0.11
17 H -0.780 2.503 0.750  0.17
18 H 0.577 4.006 -2.207  -0.03
19 H -1.704 0.260 1.368  0.08
20 H 1.407 -3.919 -0.781  0.14
21 H 1.709 -1.594 -1.946  0.08
22 H 1.137 2.109 1.980  0.12
23 H 1.322 2.412 -0.556  0.13
24 H -1.634 -2.043 1.489  0.12

Cartesian forces, eV/Å:
I 1.08 -0.55 1.22
S 0.73 0.99 -0.74
O 0.41 3.51 0.78
N -0.88 1.55 0.02
C -2.56 1.89 1.89
C 2.18 -2.56 -0.49
C -0.71 -1.56 0.71
C 1.04 -3.02 -0.75
C -0.81 -2.12 -2.59
C 0.86 -1.74 0.19
C -2.08 0.22 2.00
C -0.51 2.17 -0.70
C 0.24 -0.13 2.49
H -0.05 1.43 -0.59
H -1.15 -0.35 -0.38
H 1.05 -0.58 -1.00
H -0.08 -0.65 0.20
H -1.08 -1.25 0.84
H -0.98 0.89 1.72
H -0.02 1.61 -0.54
H 3.23 0.33 -3.18
H 0.73 1.12 -0.78
H -0.59 -1.03 -0.60
H -0.03 -0.18 0.27

Computed properties:
net charge = +1
strongest force on any atom = 4.54 eV/A
orbital gap = 0.31634 Ha
SMILES = C[N@H+]1[C@H](S)Oc2ccccc2[C@@H]1I
relative energy (zero: lowest compared OMol25 entry of this formula, charge and spin) = 144.0 kJ/mol
LUMO energy = -3.97 eV

Look up the relative energy (zero: lowest compared OMol25 entry of this formula, charge and spin) of the second one.
136.5 kJ/mol

What is the formula in the second record?
C20H55N5O5